1.
ORCA calculation (ωB97M-V with the def2-TZVPD basis set) on 6 unconnected molecules or ions with the total composition C4H22NO6 at a distorted geometry.

```
33
Properties=species:S:1:pos:R:3:forces:R:3:lowdin_charge:R:1
C 0.8513 -2.0004 -1.3228 -0.05 1.57 2.12 -0.016
C 0.0451 -0.8104 -0.7567 -1.27 0.43 -1.76 -0.266
C 0.9368 0.3282 -0.2969 0.53 1.54 -1.53 -0.393
C 1.9111 0.0329 0.8125 2.57 -1.39 -1.50 -0.022
O 0.0623 1.4422 -0.0389 -1.51 -3.59 -0.58 -0.032
N -0.8281 -1.1406 0.4326 -5.54 3.88 -3.56 0.203
H 1.5426 -1.7111 -2.0910 -0.19 0.35 -0.47 0.079
H 1.4531 -2.3858 -0.5194 0.23 -0.45 0.32 0.073
H 0.1748 -2.7146 -1.6377 -1.16 -1.69 -0.91 0.064
H -0.7212 -0.5211 -1.5838 1.53 0.16 1.51 0.180
H 1.5822 0.5069 -1.1830 -0.42 0.38 0.16 0.155
H 2.8128 -0.6926 0.5197 -2.22 1.57 0.24 0.120
H 2.4036 0.9447 1.0933 0.06 0.53 0.26 0.085
H 1.4595 -0.3976 1.6413 -0.94 -0.63 1.92 0.050
H 0.4091 2.2592 0.2454 1.72 1.35 0.17 0.007
H -1.0726 -0.2470 0.9424 0.43 -0.02 -0.87 0.145
H -1.8989 -1.4194 0.2078 3.57 -0.12 0.62 0.240
H -0.3384 -1.6064 1.0679 1.83 -3.73 3.49 0.048
H 3.5759 -2.6153 -0.9552 -0.52 -2.08 -0.31 0.012
H 3.6356 -1.3890 -1.9371 0.24 -0.71 0.61 0.065
O 3.8300 -1.7313 -1.0450 0.90 2.65 -0.47 -0.042
H 1.6181 4.1451 -0.6046 1.92 3.75 -5.19 -0.014
H 0.9656 4.2514 0.7512 0.06 0.68 0.08 0.078
O 1.3513 3.6910 0.0855 -1.77 -3.85 5.36 0.057
H -2.4005 -3.0290 1.8014 0.31 -0.18 0.31 0.057
H -1.5474 -3.5856 2.9479 0.09 0.28 -0.41 0.074
O -1.4894 -3.0474 2.1383 -0.52 -0.34 0.36 -0.057
H -2.7562 1.3161 -2.5157 -0.49 0.61 1.72 0.085
H -3.8470 2.1208 -1.9184 -3.32 2.12 -1.06 -0.018
O -3.1240 1.6570 -1.6457 3.70 -2.69 -0.66 -0.036
H -3.2735 1.8401 0.7313 0.94 -1.48 1.10 0.061
H -2.4933 1.8365 2.0816 -0.52 -0.88 -0.78 0.064
O -2.8742 1.2106 1.4144 -0.19 2.00 -0.33 -0.103
```
Forces are in eV/Å.

## Properties
Total charge   +1
Energy relative to the best compared isomer or geometry (same formula, charge and spin)   45.32 kcal/mol
HOMO-LUMO gap   10.6 eV
DFT total energy   -671.5037 Eh
LUMO energy   -2.78 eV

***

2.
ORCA calculation (ωB97M-V with the def2-TZVPD basis set) on 7 unconnected molecules or ions with the total composition C4H22NO7 at a distorted geometry.

```
34
Properties=species:S:1:pos:R:3:forces:R:3:lowdin_charge:R:1
C 1.3184 -1.8788 0.9456 -0.43 0.64 -0.53 -0.076
C 0.8916 -1.8695 -0.5323 -0.60 -1.37 0.09 -0.258
N -0.5410 -1.5286 -0.7551 0.56 1.12 0.26 -0.069
C -0.7957 -0.6830 -1.9092 -0.14 0.96 0.14 -0.205
C -0.3354 0.8196 -1.8100 1.10 -0.06 0.50 -0.328
O -0.2149 1.2568 -0.5087 -0.32 -0.51 -0.20 -0.317
H 0.7510 -1.0959 1.4502 -0.37 -0.36 0.41 0.051
H 1.2085 -2.8530 1.4073 -0.09 0.04 0.29 0.069
H 2.3200 -1.4775 1.0656 0.38 -0.45 -0.10 0.063
H 0.8066 -2.8805 -0.9437 1.28 -0.23 0.18 0.099
H 1.7079 -1.3610 -1.0551 -0.74 0.62 -0.57 0.098
H -0.9093 -1.0571 0.0638 0.35 -0.27 -0.37 0.035
H -0.2865 -1.1436 -2.7520 -0.32 -0.11 -0.39 0.100
H -1.8762 -0.6092 -2.0465 -0.05 -0.55 -0.21 0.102
H -0.9763 1.4837 -2.4168 -0.30 -0.33 -0.02 0.101
H 0.6634 0.9230 -2.2879 -0.09 -0.23 -0.26 0.066
H 3.3732 0.6907 -1.2566 -0.41 0.34 0.22 -0.001
H 2.4973 1.3381 -2.4002 -0.23 -0.10 0.49 0.001
O 3.3822 1.0902 -2.1287 0.88 -0.14 -0.82 -0.066
H -0.7401 2.0060 1.9030 0.11 -0.26 -0.81 0.012
H 0.0255 0.7212 1.3165 -0.45 0.84 -0.75 -0.038
O -0.1400 1.2682 2.0875 0.89 -0.27 2.16 -0.091
H -1.3762 -2.1460 2.1106 -0.17 0.35 -0.08 -0.004
H -2.8841 -1.7397 1.9976 0.81 0.14 -0.04 0.007
O -2.2733 -2.4403 2.2746 -0.49 -1.04 0.43 -0.088
H -1.1158 2.2073 -0.0076 -0.11 0.08 0.06 -0.007
H -1.7704 3.7017 0.2512 0.07 -0.04 -0.01 0.015
O -1.7908 2.7998 0.5767 -0.22 0.02 -0.05 -0.167
H -1.6627 -0.0372 0.8741 -0.30 0.71 0.10 -0.010
H -2.7836 0.8756 1.3494 0.23 0.09 -0.17 0.042
O -2.5453 -0.0558 1.2630 -0.76 0.14 -0.14 -0.068
H 1.9180 1.4670 1.3649 -0.20 0.09 -0.13 0.022
H 1.7560 0.8698 -0.0269 -0.47 0.68 0.26 -0.006
O 2.3979 1.3381 0.5356 0.58 -0.52 0.05 -0.083
```
Forces are in eV/Å.

## Properties
Total charge   -1
Energy relative to the best compared isomer or geometry (same formula, charge and spin)   30.88 kcal/mol
HOMO-LUMO gap   8.6 eV
DFT total energy   -747.0504 Eh
LUMO energy   3.42 eV

***

3.
ORCA calculation (ωB97M-V with the def2-TZVPD basis set) on a molecular structure, C4H23BF6NO14S2Zr at a distorted geometry.

```
52
Properties=species:S:1:pos:R:3:forces:R:3:lowdin_charge:R:1
Zr -0.9615 1.1790 1.0346 -2.37 -1.29 -2.06 2.045
C 3.0890 -1.3801 -1.2499 0.63 0.96 -0.13 -0.705
F 3.0746 -2.5632 -1.7820 -0.35 -0.75 -0.38 0.214
F 2.4468 -1.3865 -0.0846 -0.48 -0.04 0.35 0.122
F 4.3289 -1.0157 -1.0185 0.63 0.17 0.15 0.176
S 2.3459 -0.1539 -2.4332 -1.39 -1.09 0.45 0.702
O 3.2252 -0.1143 -3.5347 0.61 0.65 0.01 -0.198
O 1.0326 -0.6718 -2.7080 -0.18 0.46 0.78 -0.279
N 2.1866 1.2492 -1.4493 0.15 -1.46 -0.89 -0.339
S 3.3424 2.2462 -2.0252 2.08 1.30 -1.72 0.606
O 4.6665 1.7296 -1.8781 -0.31 0.06 1.13 -0.244
O 3.0333 2.6990 -3.3471 -0.89 0.48 0.61 -0.246
C 3.1913 3.7157 -0.8739 0.00 -1.07 0.71 -0.617
F 3.4058 3.2599 0.4062 -0.39 0.44 -0.74 0.089
F 4.1217 4.6008 -1.1508 -0.76 -0.13 -0.06 0.196
F 1.9392 4.2121 -0.9402 0.86 0.08 0.13 0.127
C -4.9480 2.3129 1.9160 0.07 -0.78 0.30 0.046
C -3.5455 1.9381 1.6073 0.25 -0.31 -0.36 -0.651
O -2.8157 2.6437 0.8437 1.53 0.11 0.03 -0.085
O -3.0251 0.8512 2.0142 1.28 -0.08 0.51 -0.096
H -5.3469 2.9157 1.1106 -0.13 0.27 0.15 0.102
H -5.0000 2.7869 2.8967 0.10 0.40 -0.17 0.111
H -5.5152 1.3909 2.0538 -0.05 0.02 -0.23 0.107
B -0.4170 -1.1163 0.4354 1.11 -2.20 0.34 -0.357
H -0.8535 -1.9940 -0.2097 -0.30 0.10 -0.43 0.046
H -1.2674 -0.6840 1.0783 -2.14 0.21 1.61 -0.045
H 0.4519 -1.4483 1.1574 0.21 0.00 0.30 0.027
H -0.0772 -0.2048 -0.1799 0.57 1.62 -1.41 -0.026
O -1.6083 -1.0910 -2.7814 0.31 -0.02 0.06 -0.047
H -1.9433 -1.2800 -3.6679 -0.06 0.05 0.26 0.085
H -0.6311 -1.1830 -2.8361 -0.56 0.15 0.02 0.022
O 1.0902 -4.2543 1.7350 0.08 0.30 0.28 -0.039
H 1.2798 -3.3928 1.3445 0.05 -0.13 -0.06 0.007
H 1.6476 -4.3010 2.5235 -0.10 -0.14 -0.21 0.057
O -0.2341 0.2113 3.0652 0.09 0.59 0.59 -0.094
H -0.5938 -0.5723 3.5211 -0.16 0.33 -0.39 0.123
H 0.5067 0.5164 3.6178 -0.29 -0.10 -0.18 0.114
O 1.2856 1.2125 1.0510 0.39 0.50 0.02 -0.192
H 2.0103 1.3316 1.6894 -0.35 0.05 -0.20 0.116
H 1.7575 1.0756 0.1272 -0.14 0.24 0.38 0.046
O -2.1832 -3.3687 2.0890 -0.04 0.48 0.13 -0.036
H -2.0788 -2.7908 1.3199 -0.06 -0.33 0.18 -0.003
H -1.5200 -3.0681 2.7212 0.01 -0.25 -0.14 0.027
O -0.3182 2.0922 -0.8767 0.87 0.31 0.06 -0.161
H 0.6560 1.8984 -1.1609 -0.54 0.03 -0.13 0.043
H -0.7882 2.3015 -1.7048 -0.15 -0.16 0.54 0.133
O -2.3743 0.4157 -0.6527 0.10 -0.35 -0.63 -0.148
H -3.2266 0.7799 -0.9392 0.27 0.09 0.31 0.117
H -2.0928 -0.2340 -1.3857 -0.09 0.42 0.33 0.068
O -1.0397 -4.7347 -0.3704 0.28 -0.33 0.26 -0.054
H -0.5654 -4.7499 0.4821 -0.30 0.05 -0.42 0.011
H -1.1449 -3.8125 -0.6006 0.04 0.09 -0.04 -0.021
```
Forces are in eV/Å.

## Properties
Total charge   +1
HOMO-LUMO gap   7.2 eV
DFT total energy   -2741.5908 Eh
LUMO energy   -5.53 eV